Record 1
A molecular structure, C23H57B2F4HfN10O4SSi4Te, computed with the ωB97M-V functional and the def2-TZVPD basis.

Output
HOMO   -0.5457 hartree
Total energy   -111022.831 eV
Charge   +3
Orbital gap   6.2 eV
ΔE to the lowest compared entry with this formula, charge and spin   97.4 kcal/mol

Last column: Mulliken charge in e.
Element x y z (Å)
Hf -2.23 0.35 -1.20  -0.622
C -5.52 -2.74 -0.84  -2.077
C -4.68 -1.52 -0.84  0.687
N -3.52 -1.41 -1.36  1.152
O -2.85 -2.50 -1.86  -0.797
B -1.84 -2.89 -0.85  0.694
F -1.00 -3.79 -1.37  -0.258
F -2.42 -3.14 0.36  -0.314
O -0.94 -1.53 -0.64  -0.336
N -1.28 -0.67 0.40  1.135
C -1.25 -0.96 1.65  0.346
C -0.70 -2.18 2.27  -0.972
C -2.02 0.09 2.42  -0.095
N -3.25 -0.14 2.21  -0.169
O -4.18 0.73 2.73  -0.454
B -4.48 1.98 2.06  0.659
F -3.61 3.03 2.26  -0.377
F -5.78 2.30 2.27  -0.266
O -4.23 1.82 0.44  -0.684
N -4.16 0.63 -0.17  0.813
C -5.12 -0.23 -0.18  0.802
C -6.44 -0.05 0.43  -1.893
C -1.31 1.16 3.19  -0.936
H -4.98 -3.58 -1.25  0.413
H -6.43 -2.56 -1.42  0.473
H -5.84 -2.97 0.18  0.397
H -0.11 -2.77 1.58  0.257
H -1.55 -2.77 2.63  0.424
H -0.11 -1.90 3.14  0.225
H -6.68 1.00 0.55  0.435
H -6.43 -0.49 1.44  0.346
H -7.21 -0.56 -0.15  0.551
H -0.35 1.39 2.71  0.067
H -1.10 0.81 4.20  0.328
H -1.91 2.06 3.25  0.396
N -2.80 2.69 -1.47  -0.372
N -1.94 3.45 -2.28  -0.631
C -0.65 3.11 -2.39  0.587
N 0.15 3.90 -3.08  -0.410
S 0.00 1.73 -1.60  -0.227
H -3.73 2.73 -1.88  0.396
H -2.91 3.11 -0.54  0.424
H -2.26 4.37 -2.56  0.261
H -0.16 4.75 -3.52  0.216
H 1.13 3.67 -3.16  0.215
C 5.40 -1.08 5.35  -1.085
Si 3.73 -1.35 4.58  0.493
C 3.45 -3.08 3.96  -0.878
C 2.35 -0.73 5.67  -0.902
Si 3.58 0.10 2.68  0.101
Te 2.50 -0.82 0.67  -0.106
Si 4.01 2.45 2.71  0.508
C 2.63 3.06 3.82  -1.018
C 3.83 3.09 0.97  -0.686
C 5.69 2.75 3.44  -1.045
Si 4.99 -1.15 -0.04  0.085
C 6.02 -0.70 1.46  -0.809
C 5.30 -0.04 -1.48  -0.890
C 5.10 -2.96 -0.43  -1.010
H 5.48 -1.71 6.24  0.404
H 5.55 -0.05 5.66  0.327
H 6.22 -1.37 4.69  0.367
H 3.33 -3.75 4.81  0.410
H 4.30 -3.44 3.37  0.282
H 2.55 -3.15 3.34  0.208
H 2.31 -1.35 6.57  0.431
H 1.37 -0.79 5.19  0.115
H 2.50 0.30 5.99  0.343
H 1.65 2.97 3.35  0.223
H 2.80 4.12 4.02  0.425
H 2.61 2.55 4.78  0.341
H 2.94 2.68 0.48  0.000
H 4.70 2.84 0.36  0.219
H 3.74 4.18 0.99  0.430
H 5.82 2.25 4.40  0.300
H 5.81 3.82 3.61  0.412
H 6.50 2.44 2.77  0.366
H 5.99 0.36 1.71  0.058
H 7.07 -0.92 1.25  0.531
H 5.77 -1.31 2.34  -0.028
H 5.29 1.01 -1.20  0.232
H 4.54 -0.19 -2.26  0.292
H 6.27 -0.27 -1.92  0.388
H 4.78 -3.57 0.41  0.328
H 6.14 -3.21 -0.66  0.411
H 4.49 -3.21 -1.30  0.319
C -0.30 -1.17 -3.87  -0.723
N -1.27 -0.73 -4.86  0.165
C -0.79 -0.82 -6.24  -1.252
C -2.45 -0.18 -4.55  0.718
N -2.67 0.39 -3.33  0.011
N -3.42 -0.14 -5.48  0.111
C -4.51 0.81 -5.38  -1.154
C -3.66 -1.25 -6.41  -1.264
H -0.01 -2.20 -4.08  0.448
H -0.72 -1.14 -2.88  0.179
H 0.58 -0.53 -3.90  0.352
H 0.24 -0.45 -6.26  0.403
H -1.39 -0.20 -6.90  0.416
H -0.79 -1.85 -6.60  0.379
H -3.67 0.60 -3.30  0.172
H -4.15 1.79 -5.07  0.350
H -5.31 0.47 -4.71  0.370
H -4.95 0.93 -6.37  0.400
H -3.00 -2.09 -6.18  0.396
H -3.52 -0.95 -7.45  0.384
H -4.68 -1.59 -6.28  0.438



Record 2
9 unconnected molecules or ions with the total composition C23H57Br4N3O10 in a non-equilibrium geometry, computed with the ωB97M-V functional and the def2-TZVPD basis.

Output
HOMO (spin up / spin down)   -0.0425 / -0.1888 hartree
Total energy   -329878.586 eV
Charge   -1
Multiplicity   2
Orbital gap (spin up / spin down)   2.9 / 6.8 eV

Last column: Löwdin spin population.
Element x y z (Å)
C -0.52 1.82 3.96  0.001
N -1.26 0.83 4.86  0.001
O -1.18 0.94 6.13  0.001
O -1.80 -0.13 4.28  0.001
H -0.62 1.62 2.89  0.000
H 0.55 1.76 4.19  0.001
H -0.93 2.78 4.26  0.000
C 0.00 2.65 -4.16  0.000
N -1.35 2.24 -4.41  0.000
O -2.26 2.96 -4.22  0.000
O -1.56 1.18 -5.00  0.000
H 0.08 2.99 -3.13  0.000
H 0.00 3.44 -4.91  0.000
H 0.68 1.79 -4.23  0.000
C 3.62 -3.10 0.15  0.027
N 2.33 -2.38 0.20  0.410
O 2.46 -1.26 0.73  0.240
O 1.33 -2.99 -0.05  0.252
H 4.40 -2.70 0.79  0.008
H 3.96 -3.04 -0.88  0.012
H 3.38 -4.10 0.52  0.013
Br -2.02 -3.82 4.19  0.005
C -1.81 -3.78 2.26  0.003
C -3.17 -3.98 1.49  0.000
Br -2.83 -3.99 -0.49  0.001
H -1.15 -4.58 1.94  0.003
H -1.28 -2.83 2.17  0.002
H -3.85 -3.15 1.67  0.000
H -3.62 -4.96 1.61  0.000
Br -1.26 5.25 1.83  0.000
C -0.76 5.59 -0.08  0.000
C -1.81 6.48 -0.75  0.000
Br -1.07 7.11 -2.46  0.000
H -0.72 4.60 -0.54  0.000
H 0.24 6.00 -0.04  0.000
H -2.03 7.38 -0.17  0.000
H -2.71 5.89 -0.93  0.000
C -0.77 -5.42 -2.78  0.001
C 0.29 -6.27 -3.58  0.000
O 1.08 -7.16 -2.77  0.000
C 1.91 -6.47 -1.95  0.001
C 2.99 -7.57 -1.59  0.001
H -1.44 -4.87 -3.44  0.000
H -1.44 -6.00 -2.14  0.000
H -0.24 -4.76 -2.10  0.000
H -0.17 -6.97 -4.29  0.000
H 0.93 -5.63 -4.19  0.000
H 2.41 -5.68 -2.50  0.001
H 1.33 -6.05 -1.13  0.001
H 2.73 -8.46 -2.15  0.000
H 3.03 -7.70 -0.51  0.001
H 4.01 -7.37 -1.93  0.000
C -5.49 3.36 3.01  0.000
C -4.88 4.19 1.82  0.000
O -5.37 3.60 0.68  0.000
C -4.33 3.06 -0.16  0.000
C -5.03 2.18 -1.18  0.000
H -5.21 2.31 3.11  0.000
H -5.16 3.74 3.98  0.000
H -6.58 3.34 3.10  0.000
H -5.06 5.26 1.94  0.000
H -3.80 4.16 1.97  0.000
H -3.66 3.75 -0.67  0.000
H -3.56 2.54 0.40  0.000
H -5.67 2.90 -1.69  0.000
H -5.68 1.43 -0.73  0.000
H -4.34 1.77 -1.91  0.000
C 5.10 3.20 -0.06  0.000
C 5.58 1.82 0.44  0.001
O 5.78 1.96 1.83  0.000
C 5.89 0.66 2.48  0.001
C 6.21 0.85 3.99  0.001
H 5.16 3.07 -1.14  0.000
H 4.10 3.56 0.15  0.000
H 5.82 3.98 0.20  0.000
H 4.79 1.08 0.27  0.001
H 6.55 1.56 0.01  0.000
H 5.00 0.05 2.40  0.002
H 6.77 0.11 2.15  0.000
H 5.25 0.94 4.48  0.000
H 6.79 1.76 4.16  0.000
H 6.85 0.13 4.50  0.000
C -1.54 -1.23 -2.57  0.001
C -2.07 -0.60 -1.27  0.000
O -1.31 0.55 -1.00  0.000
C -0.11 0.31 -0.24  0.002
C 0.86 1.50 -0.21  0.002
H -2.08 -0.73 -3.38  0.000
H -0.46 -1.12 -2.64  0.000
H -1.72 -2.31 -2.58  0.000
H -3.12 -0.28 -1.26  0.000
H -1.94 -1.34 -0.49  0.000
H -0.22 -0.04 0.78  0.001
H 0.45 -0.48 -0.74  0.000
H 0.59 2.27 0.51  0.000
H 0.93 1.92 -1.21  0.000
H 1.83 1.16 0.16  0.001



Record 3
A molecular structure, C23H57CuN4O13 in a non-equilibrium geometry, computed with the ωB97M-V functional and the def2-TZVPD basis.

Output
HOMO (spin up / spin down)   -0.3336 / -0.3336 hartree
Total energy   -101971.097 eV
Charge   +1
Multiplicity   2
Orbital gap (spin up / spin down)   6.0 / 1.8 eV

Last column: Löwdin spin population.
Element x y z (Å)
Cu -2.94 -1.51 3.74  0.000
N -1.98 1.86 0.81  0.000
O -1.95 0.94 1.66  0.000
O -2.89 1.90 -0.01  0.000
O -1.23 2.76 0.87  0.000
C 5.42 3.41 -6.53  0.000
C 4.14 4.22 -6.71  0.000
O 3.20 3.36 -6.13  0.000
C 2.00 3.79 -5.76  0.000
O 1.65 4.95 -5.86  0.000
O 1.32 2.76 -5.15  0.000
C -0.08 3.10 -4.74  0.000
H 5.38 2.46 -7.06  0.000
H 5.80 3.21 -5.52  0.000
H 6.21 4.02 -6.97  0.000
H 3.89 4.25 -7.77  0.000
H 4.28 5.23 -6.32  0.000
H -0.36 2.25 -4.12  0.000
H -0.80 3.43 -5.49  0.000
H -0.08 3.85 -3.95  0.000
C -2.62 -2.39 -0.48  0.000
O -3.57 -2.31 0.59  0.000
C -4.58 -3.38 0.39  0.000
C -5.85 -2.86 1.17  0.000
N -5.42 -2.82 2.59  0.000
C -6.41 -2.29 3.56  0.000
C -6.59 -0.74 3.32  0.000
O -5.29 -0.24 3.16  0.000
C -5.28 1.22 3.33  0.000
H -1.94 -3.25 -0.49  0.000
H -2.20 -1.39 -0.47  0.000
H -3.09 -2.33 -1.46  0.000
H -4.24 -4.33 0.81  0.000
H -4.80 -3.65 -0.65  0.000
H -6.69 -3.55 1.08  0.000
H -6.15 -1.93 0.69  0.000
H -5.48 -3.81 2.74  0.000
H -6.11 -2.59 4.56  0.000
H -7.32 -2.87 3.44  0.000
H -7.22 -0.28 4.09  0.000
H -7.00 -0.74 2.31  0.000
H -5.73 1.42 4.31  0.000
H -5.75 1.71 2.49  0.000
H -4.27 1.61 3.46  0.000
C 0.72 -0.66 4.34  0.000
O 0.09 -1.93 4.09  0.000
C 1.09 -3.07 3.85  0.000
C 0.51 -3.95 2.70  0.000
N -0.78 -4.49 2.99  0.000
C -0.80 -5.77 3.77  0.000
C -0.45 -7.06 2.89  0.000
O -1.07 -6.98 1.72  0.000
C -0.60 -7.95 0.80  0.000
H 1.59 -0.75 4.99  0.000
H -0.04 0.01 4.75  0.000
H 1.10 -0.36 3.36  0.000
H 1.24 -3.62 4.78  0.000
H 2.07 -2.73 3.53  0.000
H 1.28 -4.65 2.36  0.000
H 0.32 -3.25 1.88  0.000
H -1.13 -4.73 2.07  0.000
H -1.82 -5.92 4.12  0.000
H -0.25 -5.73 4.71  0.000
H -0.71 -7.99 3.40  0.000
H 0.62 -7.12 2.70  0.000
H -1.01 -8.95 0.98  0.000
H 0.47 -8.06 0.66  0.000
H -0.89 -7.82 -0.24  0.000
C 6.53 5.48 -2.46  0.000
O 5.79 4.35 -1.98  0.005
C 4.58 4.75 -1.36  0.014
C 3.67 3.48 -1.08  0.090
N 4.33 2.40 -0.36  0.659
C 3.48 1.20 -0.31  0.066
C 3.75 0.25 -1.51  0.054
O 5.13 0.20 -1.78  0.004
C 5.35 -0.36 -3.07  0.002
H 7.32 5.34 -3.19  0.000
H 7.03 5.98 -1.62  0.000
H 5.97 6.29 -2.92  0.000
H 4.13 5.58 -1.91  0.000
H 4.93 5.28 -0.48  0.004
H 3.44 3.24 -2.12  0.049
H 2.75 3.74 -0.56  0.007
H 5.19 2.09 -0.78  0.019
H 2.42 1.46 -0.29  0.000
H 3.75 0.68 0.60  0.023
H 3.19 0.62 -2.37  0.005
H 3.36 -0.74 -1.26  0.001
H 6.40 -0.66 -3.10  0.000
H 5.36 0.36 -3.89  0.000
H 4.94 -1.35 -3.31  0.001
C -3.99 5.90 1.06  0.000
O -2.73 6.56 1.14  0.000
H -4.14 5.22 1.90  0.000
H -4.83 6.60 0.95  0.000
H -3.85 5.35 0.13  0.000
H -2.16 5.79 1.21  0.000